Record 1
81
Properties=species:S:1:pos:R:3:forces:R:3 method="wB97M-V/def2-TZVPD" spin_multiplicity=1 charge=+1 homo_energy_ev=-12.364
O -6.484204 -1.426443 10.995519 -0.3 -0.1 0.7
V -6.228287 -2.045837 12.418533 2.8 -0.7 0.6
O -5.860852 -0.870252 13.396007 -0.9 -0.5 -0.9
C -7.669885 1.877062 13.372740 -0.2 0.5 -0.4
C -8.818186 2.563830 14.066960 0.0 -0.4 0.8
C -9.631335 1.661385 14.993142 -0.3 -0.3 -0.2
O -9.961992 2.505075 16.089633 0.0 0.2 0.0
C -9.021968 3.486067 16.159370 0.3 -0.4 -0.1
O -8.831290 4.190288 17.088952 -0.2 0.2 0.1
O -8.275507 3.489181 15.030170 -0.1 0.2 -0.3
H -8.040787 1.175869 12.621681 0.0 -0.2 0.2
H -7.020653 1.395647 14.098717 0.0 -0.2 0.0
H -7.092938 2.626391 12.828439 0.1 -0.1 0.1
H -9.486566 3.098693 13.389335 0.2 0.1 -0.1
H -9.054227 0.807542 15.362805 0.1 0.1 0.0
H -10.544172 1.275530 14.541594 -0.1 0.1 0.0
C -0.905277 -2.014657 9.303627 0.0 -0.4 0.2
C -1.184830 -2.739031 10.601471 0.5 0.2 -0.3
C -0.803314 -1.981787 11.883955 0.7 0.0 -0.3
O -2.024054 -1.920927 12.629111 -0.1 -0.2 0.4
C -2.990641 -2.518356 11.967235 0.4 0.3 -0.6
O -4.110383 -2.662117 12.403550 -1.0 0.3 0.0
O -2.607059 -2.953309 10.770289 -0.2 -0.1 0.3
H 0.162884 -2.071561 9.091064 0.0 0.2 0.1
H -1.226936 -0.979923 9.369369 0.0 0.1 -0.2
H -1.389736 -2.545236 8.483851 -0.2 0.2 0.0
H -0.685481 -3.707385 10.559503 -0.3 -0.2 0.2
H -0.421001 -0.973131 11.730626 -0.4 0.1 -0.2
H -0.033386 -2.518141 12.437642 -0.3 -0.1 0.3
C -3.185734 0.366769 7.142670 0.7 0.4 -0.6
C -3.512612 1.009183 8.460181 -0.5 -0.2 0.3
C -4.254135 0.075568 9.438548 0.0 0.5 -0.5
O -3.606045 0.301640 10.691318 0.1 -0.3 0.0
C -2.455965 0.994303 10.494454 -0.6 0.6 -0.2
O -1.692643 1.281772 11.355175 0.3 -0.3 0.2
O -2.341039 1.371463 9.207475 0.3 -0.2 -0.1
H -4.079155 -0.030639 6.662968 0.0 -0.1 0.1
H -2.417529 -0.403270 7.220699 -0.2 -0.2 0.3
H -2.749786 1.096637 6.455716 -0.2 0.1 0.1
H -4.079045 1.926775 8.293647 0.0 0.0 0.1
H -4.159699 -0.969377 9.137686 0.0 -0.1 0.2
H -5.301905 0.348384 9.518198 0.0 -0.1 0.1
C -1.687374 -3.484583 16.320305 0.4 -0.2 -0.2
C -3.092479 -3.837243 16.709955 -0.7 -0.2 -0.3
C -3.892774 -2.701642 17.376080 0.5 -0.5 0.9
O -5.053602 -2.552425 16.571881 -0.1 0.3 -0.2
C -5.002712 -3.371832 15.520341 0.6 0.3 0.1
O -5.817935 -3.388934 14.642444 -0.6 -0.1 -0.5
O -3.913776 -4.140468 15.544599 0.0 0.2 -0.2
H -1.210244 -4.291252 15.761132 -0.1 -0.1 0.2
H -1.122995 -3.330644 17.242284 0.1 0.1 -0.1
H -1.597905 -2.599407 15.688570 -0.3 0.2 0.2
H -3.128125 -4.763717 17.281912 0.2 0.2 0.2
H -3.297537 -1.793099 17.470007 -0.3 0.2 -0.5
H -4.206993 -2.953576 18.389171 -0.1 -0.1 -0.1
C -9.294323 -1.103551 8.766526 -0.1 0.6 0.6
C -10.681360 -1.688076 8.903762 -0.2 -0.1 -0.5
C -11.472410 -1.258775 10.160139 0.5 -0.6 -0.2
O -12.679023 -0.722695 9.656130 -0.1 0.0 0.2
C -12.722423 -0.834421 8.304761 0.3 -0.1 0.0
O -13.665125 -0.591193 7.639177 -0.3 0.2 -0.1
O -11.527840 -1.258370 7.824068 0.0 0.1 0.3
H -9.271207 -0.088649 9.177093 -0.1 0.0 0.0
H -8.972075 -1.006273 7.733205 0.0 -0.5 -0.1
H -8.604385 -1.689316 9.375304 0.2 0.0 -0.3
H -10.644383 -2.776971 8.822429 0.1 0.0 0.1
H -10.921772 -0.535163 10.761191 -0.2 0.2 -0.1
H -11.676285 -2.134732 10.776931 -0.2 0.1 0.1
C -6.600040 -8.738278 11.171177 -0.1 -0.1 -0.2
C -5.749296 -7.508035 11.231496 0.1 0.5 0.3
C -5.375354 -6.812900 9.923013 0.1 -0.6 0.3
O -5.351900 -5.425428 10.301418 0.1 0.2 0.0
C -6.033592 -5.275412 11.433628 -0.1 -0.5 -0.3
O -6.275632 -4.201587 11.925847 -0.5 0.9 0.3
O -6.439624 -6.422063 11.939334 0.0 0.0 0.0
H -6.095068 -9.483387 10.553777 0.0 -0.1 0.1
H -7.572510 -8.556444 10.713349 0.0 0.2 0.0
H -6.758077 -9.136789 12.170291 0.0 -0.1 0.0
H -4.854633 -7.661073 11.840133 0.0 -0.2 -0.2
H -6.095050 -6.980413 9.122541 -0.1 0.2 0.0
H -4.386666 -7.127505 9.601505 0.0 0.2 -0.1



Record 2
16
Properties=species:S:1:pos:R:3:forces:R:3 method="wB97M-V/def2-TZVPD" spin_multiplicity=1 smiles="C#CC1=C(C)S(=O)(=O)OC1" homo_energy_ev=-9.543
C -0.778748 0.674937 -2.388571 -0.2 -0.2 -1.3
C -0.027541 0.257655 -1.568854 0.3 0.0 3.2
C 0.686999 -0.046038 -0.373640 0.2 -3.1 3.1
C 0.255688 -0.522935 0.962733 1.2 3.6 -6.2
C -1.183598 -0.229044 1.236146 0.8 -3.3 2.7
S 1.747105 -0.595839 1.948722 -1.6 4.5 -1.8
O 1.923237 0.730541 2.569052 0.2 -2.4 -1.3
O 1.755841 -1.724615 2.760254 0.8 -2.2 1.1
O 2.665385 -0.791678 0.608252 0.6 -0.8 2.8
C 2.169528 -0.214264 -0.570264 -0.6 -0.9 0.9
H -1.192399 0.719315 -3.340245 -0.9 0.5 -0.9
H -1.523568 -0.993605 1.987506 0.1 0.8 -0.3
H -1.758072 -0.480390 0.391206 -0.6 0.4 -1.3
H -1.324933 0.718837 1.668579 -0.3 1.3 0.2
H 2.534688 -0.869949 -1.347339 -0.6 -0.3 -0.5
H 2.680789 0.680521 -0.679923 0.7 2.2 -0.5



Record 3
19
Properties=species:S:1:pos:R:3:forces:R:3 method="wB97M-V/def2-TZVPD" spin_multiplicity=1 smiles="CNC=O.CNC" homo_energy_ev=-8.909
C 0.566572 1.592167 -1.845039 0.2 -0.3 0.0
N -0.712640 0.910856 -1.926997 -0.1 -0.2 0.3
C -1.595275 1.045962 -0.896459 0.0 0.0 -0.3
O -1.457221 1.803779 0.037520 0.0 0.2 0.1
H 0.397929 2.593869 -1.474126 0.0 0.2 0.0
H 1.029932 1.621183 -2.828700 -0.1 0.1 0.0
H 1.262007 1.091138 -1.163502 -0.1 0.0 0.0
H -0.725766 -0.007558 -2.351314 0.0 0.2 -0.1
H -2.501152 0.430919 -1.021652 0.1 -0.1 0.0
C -0.799649 -1.360377 1.484603 0.1 -0.1 -0.2
N 0.268367 -0.689308 0.749153 0.0 0.0 0.2
C 1.576221 -1.094993 1.248476 -0.1 0.0 -0.1
H -0.637429 -2.439199 1.452049 0.1 0.0 0.1
H -0.861537 -1.036989 2.529471 0.0 -0.1 0.1
H -1.756311 -1.175825 1.007175 -0.2 0.1 0.0
H 0.155553 0.307929 0.897594 0.0 0.0 -0.1
H 1.636467 -1.085704 2.346013 0.0 -0.1 0.0
H 2.337807 -0.412677 0.882166 0.1 0.1 -0.1
H 1.816124 -2.095170 0.873568 0.0 0.1 0.2



Per-record lowest unoccupied orbital energy, eV: -4.78, -0.62, 0.97
Per-record ΔE to the lowest compared entry with this formula, charge and spin, kJ/mol: 0.0, 381.4, 110.9